1.
11
Properties=species:S:1:pos:R:3 method="wB97M-V/def2-TZVPD" e_homo_ha=-0.188 total_energy_ha=-703.11582 charge=-1 homo_lumo_gap_ev=9.07 largest_force_ev_per_a=3.1 e_above_lowest_kj_mol=87.5 molar_mass_da=109.13
C 0.088 -1.161 1.393
C 1.154 -1.430 0.651
O -1.487 0.662 -0.401
O -1.273 2.919 -1.223
O -0.657 1.046 -2.638
S -0.817 1.560 -1.291
H -0.842 -0.493 1.070
H 0.603 1.720 -0.601
H -0.030 -1.585 2.453
H 2.030 -2.104 0.972
H 1.230 -1.134 -0.384

=====

2.
57
Properties=species:S:1:pos:R:3 method="wB97M-V/def2-TZVPD" e_homo_ha=-0.361 total_energy_ha=-1725.18995 homo_lumo_gap_ev=10.21 largest_force_ev_per_a=0.0 smiles="O=C(NC[C@H]1C[C@@H]2CC[C@H]1N2C(=O)[C@H]1CCS(=O)(=O)C1)[C@@H](F)C1CCOCC1" e_above_lowest_kj_mol=24.2 molar_mass_da=416.52
O -1.216 -1.170 1.170
C -0.304 -0.415 0.901
N -0.049 0.039 -0.351
C -0.847 -0.361 -1.493
C -1.098 0.804 -2.438
C 0.207 1.361 -3.079
C -0.051 1.183 -4.585
C -1.116 2.187 -5.038
C -2.413 1.607 -4.411
C -1.895 0.360 -3.685
N -0.825 -0.068 -4.604
C -0.202 -1.279 -4.658
O 0.977 -1.390 -4.953
C -1.074 -2.515 -4.491
C -1.374 -3.063 -5.926
C -0.347 -4.141 -6.233
S -0.299 -5.056 -4.706
O -1.569 -5.723 -4.553
O 0.923 -5.793 -4.543
C -0.319 -3.586 -3.687
C 0.659 0.084 1.979
F -0.075 0.891 2.845
C 1.270 -1.071 2.742
C 2.073 -1.977 1.808
C 2.765 -3.069 2.609
O 3.596 -2.528 3.620
C 2.848 -1.762 4.548
C 2.166 -0.581 3.877
H 0.734 0.654 -0.494
H -0.345 -1.178 -2.027
H -1.784 -0.754 -1.098
H -1.644 1.577 -1.894
H 0.407 2.400 -2.816
H 1.073 0.761 -2.790
H 0.841 1.125 -5.199
H -0.889 3.195 -4.693
H -1.184 2.209 -6.125
H -2.904 2.294 -3.723
H -3.131 1.328 -5.181
H -2.650 -0.397 -3.493
H -2.015 -2.270 -4.008
H -2.373 -3.497 -5.944
H -1.339 -2.257 -6.658
H -0.631 -4.822 -7.033
H 0.649 -3.733 -6.403
H 0.720 -3.303 -3.530
H -0.795 -3.848 -2.744
H 1.444 0.717 1.549
H 0.435 -1.647 3.157
H 1.424 -2.436 1.057
H 2.834 -1.390 1.282
H 2.011 -3.728 3.064
H 3.407 -3.676 1.973
H 2.097 -2.403 5.032
H 3.552 -1.431 5.310
H 2.934 0.089 3.477
H 1.585 -0.020 4.611

=====

3.
18
Properties=species:S:1:pos:R:3 method="wB97M-V/def2-TZVPD" e_homo_ha=-0.345 total_energy_ha=-493.38645 homo_lumo_gap_ev=9.42 largest_force_ev_per_a=3.9 smiles="O=c1cc[nH]c(=O)[nH]1.C=C" e_above_lowest_kj_mol=158.6 molar_mass_da=140.14
O 0.847 1.950 -2.610
C 0.602 0.899 -2.088
C 0.654 -0.531 -2.594
C 0.056 -1.584 -1.859
N -0.469 -1.229 -0.587
C -0.323 -0.011 0.081
O -0.494 0.084 1.275
N 0.085 0.989 -0.764
H 0.811 -0.810 -3.656
H -0.254 -2.567 -2.264
H -0.700 -1.849 0.121
H -0.071 1.970 -0.382
C 0.121 -0.655 4.262
C -0.884 0.149 3.884
H 0.519 -0.727 5.301
H 0.688 -1.145 3.467
H -1.471 0.737 4.599
H -1.016 0.189 2.844

=====

4.
19
Properties=species:S:1:pos:R:3 method="wB97M-V/def2-TZVPD" e_homo_ha=-0.340 total_energy_ha=-460.09152 homo_lumo_gap_ev=8.12 largest_force_ev_per_a=5.1 e_above_lowest_kj_mol=679.7 molar_mass_da=130.14
C -0.432 -0.720 -0.775
C -0.325 1.681 0.558
C -1.560 -1.088 0.178
C -0.330 1.046 -0.811
C 1.840 -0.428 -0.137
C 1.959 -0.983 1.053
O 0.609 1.399 -1.723
O 2.289 0.257 -1.011
O -1.095 1.579 -1.742
H -0.731 -0.797 -1.821
H 0.297 -1.545 -0.768
H -1.302 1.554 1.015
H 0.432 1.251 1.207
H -0.130 2.744 0.425
H 1.336 -1.804 1.361
H 2.697 -0.602 1.742
H -2.429 -0.454 -0.003
H -1.871 -2.123 0.034
H -1.253 -0.965 1.218

=====

5.
99
Properties=species:S:1:pos:R:3 method="wB97M-V/def2-TZVPD" e_homo_ha=-0.276 total_energy_ha=-5313.52914 charge=+1 homo_lumo_gap_ev=1.48 largest_force_ev_per_a=3.0 e_above_lowest_kj_mol=137.5 molar_mass_da=1018.22
C 1.942 -3.795 1.404
C 0.639 -3.634 1.194
C -0.055 -3.017 -0.067
C -1.532 -3.622 -0.098
O -2.547 -2.612 -0.258
C -3.676 -3.039 0.475
C -4.940 -2.179 0.207
C -4.666 -0.682 0.610
C 0.576 -3.410 -1.500
O -0.179 -3.259 -2.479
O 1.745 -3.813 -1.717
N -0.196 -1.516 -0.036
I 1.438 -0.534 -0.865
S -0.458 -0.928 1.531
C -1.163 0.745 1.325
O 0.779 -0.721 2.243
O -1.470 -1.709 2.281
H 2.750 -3.222 0.931
H 2.233 -4.608 2.098
H -0.033 -3.928 2.022
H -1.749 -4.131 0.871
H -1.607 -4.420 -0.859
H -3.903 -4.110 0.246
H -3.513 -3.018 1.593
H -5.304 -2.266 -0.833
H -5.704 -2.532 0.937
H -4.191 -0.651 1.625
H -5.634 -0.140 0.643
H -3.943 -0.194 -0.075
H -1.835 0.680 0.443
H -0.342 1.456 1.152
H -1.808 0.993 2.191
C -0.975 3.896 -1.539
Cl -0.351 5.107 -0.397
Cl -0.316 2.307 -1.180
Cl -2.741 3.868 -1.503
H -0.659 4.175 -2.538
Mg -2.857 -1.473 3.878
C 2.273 7.266 3.603
C 2.100 6.583 2.258
O 1.602 7.444 1.241
C 2.397 8.578 0.929
C 3.793 8.228 0.442
H 1.328 7.701 3.935
H 2.610 6.548 4.351
H 3.007 8.072 3.560
H 1.370 5.778 2.362
H 3.033 6.113 1.934
H 2.440 9.257 1.785
H 1.869 9.113 0.136
H 4.372 7.705 1.204
H 4.339 9.134 0.174
H 3.743 7.578 -0.435
C 0.171 -1.795 -4.950
C 0.406 -0.548 -5.882
O -0.346 0.432 -5.428
H -0.869 -2.117 -4.963
H 0.781 -2.634 -5.298
H 0.443 -1.590 -3.933
H 0.212 -0.919 -6.909
H 1.503 -0.398 -5.893
C -3.119 8.043 -1.685
O -3.949 7.193 -0.920
H -3.358 9.075 -1.440
H -2.063 7.851 -1.444
H -3.294 7.877 -2.755
H -3.721 6.286 -1.151
C -1.411 -7.722 -2.479
N -1.522 -7.623 -0.998
O -1.945 -6.580 -0.537
O -1.181 -8.590 -0.356
H -1.748 -6.788 -2.917
H -0.367 -7.905 -2.717
H -2.039 -8.549 -2.799
N 0.273 7.406 -3.239
H -0.074 6.951 -4.087
H 0.152 6.776 -2.437
H 1.265 7.628 -3.351
H -0.254 8.268 -3.074
C 3.582 -5.734 -0.450
C 3.398 -7.171 -0.013
O 4.532 -7.980 -0.385
C 5.591 -7.897 0.414
O 5.666 -7.215 1.391
C 6.693 -8.840 -0.077
F 6.886 -8.747 -1.402
F 6.391 -10.124 0.186
F 7.868 -8.587 0.507
H 3.793 -5.688 -1.519
H 2.702 -5.142 -0.251
H 4.430 -5.273 0.061
H 2.534 -7.601 -0.520
H 3.210 -7.246 1.060
F -4.983 1.224 7.634
Al -4.036 2.364 6.767
F -4.985 3.816 6.502
F -3.566 1.691 5.243
F -2.638 2.785 7.680
Na -5.113 5.874 7.311

=====

6.
51
Properties=species:S:1:pos:R:3 method="wB97M-V/def2-TZVPD" e_homo_ha=-0.397 total_energy_ha=-2551.43294 charge=+1 homo_lumo_gap_ev=6.50 largest_force_ev_per_a=1.6 molar_mass_da=648.13
C -1.707 -1.348 -0.040
C -1.392 -1.162 -1.488
I -2.735 -2.109 -2.783
C -0.350 -0.466 -1.955
I 0.050 -0.215 -4.022
C 0.636 0.256 -1.125
C 0.290 1.450 -0.493
C -1.092 2.002 -0.606
O -1.881 1.775 0.246
O -1.282 2.749 -1.670
C -2.652 3.037 -1.987
Cl -2.718 3.302 -3.728
C -3.229 4.206 -1.151
C -3.590 5.470 -1.901
Cl -4.664 3.589 -0.283
C 1.207 2.169 0.263
C 2.489 1.693 0.362
N 2.825 0.551 -0.265
C 1.964 -0.184 -0.987
C 2.540 -1.437 -1.573
C 2.681 -2.524 -0.487
C 1.355 -2.964 0.089
C 1.473 -3.758 1.397
N 1.147 -2.903 2.518
C 1.603 -1.626 2.726
C 1.061 -1.120 3.883
C 0.230 -2.144 4.423
C 0.324 -3.211 3.563
H -1.992 -2.377 0.148
H -0.911 -1.023 0.618
H -2.584 -0.754 0.195
H -3.248 2.151 -1.825
H -2.499 4.439 -0.385
H -4.546 5.342 -2.393
H -2.809 5.786 -2.579
H -3.710 6.258 -1.164
H 0.952 3.082 0.768
H 3.263 2.195 0.913
H 3.778 0.224 -0.179
H 3.526 -1.216 -1.974
H 1.945 -1.781 -2.406
H 3.221 -3.365 -0.907
H 3.314 -2.109 0.300
H 0.707 -2.129 0.306
H 0.846 -3.555 -0.670
H 2.448 -4.224 1.507
H 0.717 -4.532 1.368
H 2.293 -1.096 2.093
H 1.238 -0.154 4.310
H -0.353 -2.093 5.319
H -0.180 -4.149 3.710